Entry 1:
The following is a DFT calculation (ωB97M-V/def2-TZVPD) of a structure of composition C6H13N4 in a non-equilibrium geometry.

Each line ends with the natural charge from an NBO analysis.
Geometry (Å):
C -2.928 0.435 -0.028  0.278
C -2.341 -1.762 -0.039  0.342
C -0.488 -0.300 0.643  0.219
C 1.916 -0.818 0.997  -0.558
C 0.974 0.116 -1.173  -0.613
C 0.886 0.177 0.311  -0.299
N -3.260 -0.869 0.104  -0.478
N -1.815 1.073 0.218  -0.160
N -1.001 -1.438 0.042  -0.588
N -1.324 2.193 -0.105  -0.600
H -3.898 1.021 -0.273  0.231
H -2.656 -2.739 -0.143  0.219
H -0.870 -0.038 1.622  0.223
H 2.884 -0.834 0.599  0.240
H 1.533 -1.721 0.713  0.183
H 1.916 -0.735 2.021  0.226
H 1.685 0.784 -1.567  0.240
H 0.010 0.421 -1.660  0.210
H 1.300 -0.933 -1.599  0.214
H 0.843 1.189 0.553  0.230
H -0.256 -2.092 -0.260  0.437
H -1.391 2.794 -0.910  0.414
H -0.853 2.731 0.670  0.392

The value obtained for the energy is -12383.095 eV. The HOMO energy comes out at -13.4 eV. The calculation puts the energy above the lowest of the compared OMol25 structures with the same formula, charge and spin at 87.9 kcal per mole. Its LUMO energy is -4.1 eV. The calculation puts the maximum force at 5.70 eV Å⁻¹. Its net charge is +1.

Entry 2:
The following is a DFT calculation (ωB97M-V/def2-TZVPD) of a cluster of 2 separate species, C6H13N4O3S in total.

Each line ends with the natural charge from an NBO analysis.
Geometry (Å):
O -3.682 1.310 0.775  -0.898
S -3.019 0.743 -0.355  2.040
O -3.693 0.481 -1.583  -0.902
C -1.659 1.880 -0.668  -0.513
N -0.683 1.333 -1.608  -0.103
C 0.271 2.001 -2.214  0.268
N 0.927 1.124 -2.970  -0.482
C 0.332 -0.087 -2.773  0.192
N -0.660 0.029 -1.942  -0.186
H -2.334 -0.349 0.044  0.019
H -2.071 2.803 -1.066  0.264
H -1.168 2.035 0.290  0.303
H 0.476 3.054 -2.129  0.266
H 1.702 1.318 -3.586  0.465
H 0.610 -1.009 -3.250  0.257
C 0.027 -1.162 2.841  -0.727
C 0.581 -0.567 1.574  0.704
O 0.024 0.384 1.020  -0.728
N 1.713 -1.097 1.072  -0.591
C 2.498 -2.204 1.601  -0.416
H -0.874 -0.621 3.113  0.253
H -0.219 -2.215 2.701  0.239
H 0.747 -1.078 3.654  0.244
H 2.052 -0.634 0.245  0.388
H 3.504 -1.869 1.850  0.212
H 2.567 -3.005 0.866  0.208
H 2.034 -2.599 2.497  0.223

The value obtained for the energy is -29363.370 eV. The HOMO energy comes out at -13.1 eV. Its LUMO energy is -3.6 eV. The calculation puts the maximum force at 0.50 eV Å⁻¹. Its net charge is +1.

Entry 3:
The following is a DFT calculation (ωB97M-V/def2-TZVPD) of the ion C6H13N6 with charge +1 in a non-equilibrium geometry.

Each line ends with the natural charge from an NBO analysis.
Geometry (Å):
H 2.536 0.780 1.706  0.388
N 1.785 0.345 1.087  -0.779
C 0.808 -0.172 1.799  0.601
N 0.478 0.120 3.084  -0.797
N -0.192 -1.024 1.140  -0.470
N 0.242 -1.379 -0.232  -0.058
C -0.351 -0.522 -1.202  -0.164
C -1.208 0.482 -1.098  0.141
C -1.873 0.782 -2.464  -0.651
C -1.751 1.150 0.104  -0.656
N 1.615 -1.752 -0.259  -0.455
C 2.439 -0.847 -0.508  0.699
N 3.288 -0.258 -1.128  -0.585
H 0.972 0.859 3.583  0.440
H -0.428 -0.226 3.273  0.410
H -0.227 -1.867 1.725  0.406
H -0.233 -2.239 -0.416  0.442
H -0.023 -1.028 -2.130  0.229
H -1.164 0.801 -3.226  0.241
H -2.705 1.561 -2.493  0.248
H -2.320 -0.196 -2.768  0.237
H -2.804 1.148 0.198  0.252
H -1.564 2.187 -0.127  0.247
H -1.239 0.906 0.964  0.217
H 3.918 0.389 -0.613  0.417

The value obtained for the energy is -15362.079 eV. The HOMO energy comes out at -13.4 eV. The calculation puts the energy above the lowest of the compared OMol25 structures with the same formula, charge and spin at 71.3 kcal per mole. Its LUMO energy is -3.0 eV. The SMILES is [H]/N=C(\N)N[N@@H+](C=C(C)C)N=C=N. The calculation puts the maximum force at 3.81 eV Å⁻¹. Its net charge is +1.

Entry 4:
The following is a DFT calculation (ωB97M-V/def2-TZVPD) of the molecule C6H13NO in a non-equilibrium geometry.

Each line ends with the natural charge from an NBO analysis.
Geometry (Å):
C -0.303 2.121 0.189  -0.637
C -0.768 0.887 0.869  -0.147
C -1.924 -0.065 -0.158  -0.477
C -0.699 -0.540 0.489  0.344
O -0.838 -1.433 1.597  -0.702
N 0.576 -0.844 -0.207  -0.489
C 1.819 -1.018 0.524  -0.406
C 0.735 -0.510 -1.604  -0.404
H 0.771 2.271 0.350  0.219
H -0.498 2.107 -0.884  0.213
H -0.801 2.996 0.617  0.223
H -0.824 1.031 1.945  0.219
H -2.780 -0.725 -0.087  0.222
H -2.005 0.491 -1.080  0.219
H -1.289 -2.232 1.289  0.476
H 1.648 -1.199 1.586  0.221
H 2.458 -0.135 0.428  0.164
H 2.356 -1.893 0.135  0.189
H 1.278 -1.308 -2.126  0.186
H -0.220 -0.415 -2.126  0.205
H 1.305 0.413 -1.746  0.162

The value obtained for the energy is -9967.308 eV. The HOMO energy comes out at -7.5 eV. The calculation puts the energy above the lowest of the compared OMol25 structures with the same formula, charge and spin at 89.2 kcal per mole. Its LUMO energy is 1.0 eV. The SMILES is C[C@H]1C[C@@]1(O)N(C)C. The calculation puts the maximum force at 4.51 eV Å⁻¹.

Please write out number 2 again, unchanged.
The following is a DFT calculation (ωB97M-V/def2-TZVPD) of a cluster of 2 separate species, C6H13N4O3S in total.

Each line ends with the natural charge from an NBO analysis.
Geometry (Å):
O -3.682 1.310 0.775  -0.898
S -3.019 0.743 -0.355  2.040
O -3.693 0.481 -1.583  -0.902
C -1.659 1.880 -0.668  -0.513
N -0.683 1.333 -1.608  -0.103
C 0.271 2.001 -2.214  0.268
N 0.927 1.124 -2.970  -0.482
C 0.332 -0.087 -2.773  0.192
N -0.660 0.029 -1.942  -0.186
H -2.334 -0.349 0.044  0.019
H -2.071 2.803 -1.066  0.264
H -1.168 2.035 0.290  0.303
H 0.476 3.054 -2.129  0.266
H 1.702 1.318 -3.586  0.465
H 0.610 -1.009 -3.250  0.257
C 0.027 -1.162 2.841  -0.727
C 0.581 -0.567 1.574  0.704
O 0.024 0.384 1.020  -0.728
N 1.713 -1.097 1.072  -0.591
C 2.498 -2.204 1.601  -0.416
H -0.874 -0.621 3.113  0.253
H -0.219 -2.215 2.701  0.239
H 0.747 -1.078 3.654  0.244
H 2.052 -0.634 0.245  0.388
H 3.504 -1.869 1.850  0.212
H 2.567 -3.005 0.866  0.208
H 2.034 -2.599 2.497  0.223

The value obtained for the energy is -29363.370 eV. The HOMO energy comes out at -13.1 eV. Its LUMO energy is -3.6 eV. The calculation puts the maximum force at 0.50 eV Å⁻¹. Its net charge is +1.

> What is the formula in the first record?

C6H13N4

> Look up the HOMO of the first one.

-13.4 eV

> What is the formula in the fourth record?

C6H13NO